12
Properties=species:S:1:pos:R:3:forces:R:3:mulliken_charge:R:1 method="wB97M-V/def2-TZVPD" gap_ev=10.0 charge=0 e_tot_ev=-6656.9839 multiplicity=1 homo_energy_ev=-9.1 mol_weight_g_mol=73.10
C -0.67834 -0.63273 0.01518 -2.1 -2.6 0.7 -0.475
C 0.54173 0.23835 -0.09273 -0.6 -1.5 1.4 0.461
H -1.75564 0.96192 -0.64587 -0.7 -1.3 1.1 0.304
H -2.41921 0.35960 0.83784 1.5 -0.7 -2.6 0.266
H -0.73176 -1.24954 1.01720 0.5 1.4 -1.7 0.259
H -0.61898 -1.47177 -0.74727 -0.1 0.9 0.5 0.234
H 2.67499 0.04604 0.14300 -2.4 -0.7 -0.5 0.217
H 1.79720 -1.42153 -0.37267 -0.3 2.4 0.9 0.217
H 1.16071 2.07433 -0.01248 -0.9 -1.0 0.0 0.203
N -2.00467 0.05990 -0.13908 0.6 1.4 1.3 -0.673
N 1.72064 -0.41431 -0.00907 3.4 -2.4 -0.7 -0.430
N 0.31332 1.44976 0.00594 1.0 4.0 -0.3 -0.583

=====

12
Properties=species:S:1:pos:R:3:forces:R:3:mulliken_charge:R:1 method="wB97M-V/def2-TZVPD" gap_ev=10.2 charge=0 e_tot_ev=-6655.8095 multiplicity=1 homo_energy_ev=-9.2 mol_weight_g_mol=73.10
C -1.66915 -0.01361 0.22495 -1.5 1.0 -1.1 -0.815
C -0.18550 -0.17351 0.30665 0.5 -1.2 1.9 0.525
H -2.00697 0.48386 -0.77131 0.7 -1.6 1.1 0.262
H -2.25376 -0.95820 0.47984 0.8 1.6 -0.2 0.248
H -1.89642 0.87842 0.83360 -0.2 -0.9 0.6 0.230
H 1.32790 -0.86839 1.41679 0.4 0.5 -0.3 0.190
H -0.08087 0.11431 -1.83065 2.1 0.6 3.8 0.267
H 1.99208 1.17497 -0.19305 0.8 -2.4 -1.1 0.302
H 2.12341 -0.58158 -0.27607 0.1 1.3 -0.5 0.253
N 0.34716 -0.63330 1.42452 -1.8 0.6 -2.0 -0.701
N 0.44830 0.29294 -0.81150 -1.7 -1.0 -3.5 -0.111
N 1.85382 0.28409 -0.80376 -0.1 1.4 1.4 -0.651

=====

13
Properties=species:S:1:pos:R:3:forces:R:3:mulliken_charge:R:1 method="wB97M-V/def2-TZVPD" gap_ev=10.0 charge=0 e_tot_ev=-8702.5927 multiplicity=1 homo_energy_ev=-9.1 mol_weight_g_mol=89.10
C 0.39435 0.14839 -0.82929 1.4 0.3 0.5 0.133
C 0.29184 -0.95402 -1.82392 -0.1 -0.1 0.1 -0.964
N 0.42345 0.95074 2.18198 -0.2 -0.8 -0.9 -0.406
O -1.79471 0.23008 0.72472 0.4 0.4 0.7 -0.697
N 0.99776 -0.03360 0.28178 -1.8 -1.9 -2.2 0.203
N 1.27113 0.63157 1.29897 1.5 2.3 2.6 -0.501
H -2.32946 -0.40393 1.20956 -0.1 0.0 0.0 0.278
H 0.15108 1.15637 -1.16095 -0.3 0.1 0.2 0.397
H -1.12122 0.57721 1.39253 -1.0 -0.5 -0.6 0.463
H 0.91186 1.37427 2.97339 0.2 0.0 -0.4 0.233
H 0.47832 -1.91452 -1.35253 0.0 0.0 0.0 0.291
H -0.69800 -0.95237 -2.27630 -0.1 0.0 0.0 0.291
H 1.02359 -0.81017 -2.61996 0.0 0.1 -0.1 0.279